{"formula": "C2HNO", "method": "ωB97M-V/def2-TZVPD", "elements": ["O", "N", "C", "C", "H"], "positions_angstrom": [[-1.298, -1.165, -0.789], [2.066, 0.183, 0.807], [0.968, 0.263, 0.422], [-1.077, -0.111, -0.423], [-0.660, 0.830, -0.017]], "forces_ev_per_a": [[0.244, 1.276, 0.435], [-1.026, 0.057, -0.365], [1.120, -0.027, 0.408], [-0.336, -1.339, -0.485], [-0.003, 0.033, 0.008]], "de_lowest_kj_mol": 304.9, "homo_lumo_gap_ev": 9.5, "energy_ev": -5623.42005, "max_force_ev_per_a": 1.46}